A cluster of 14 separate species, C51H115Cl14NO2 in total in a non-equilibrium geometry, computed with ωB97M-V with the def2-TZVPD basis set.

The geometry in XYZ format:
```
183
Properties=species:S:1:pos:R:3:forces:R:3:lowdin_charge:R:1
C -3.732 4.303 -7.536 0.391 1.190 -0.009 -0.114
C -2.800 5.314 -6.803 -0.246 -1.640 1.059 -0.246
C -2.768 5.004 -5.251 -0.316 1.653 -1.331 -0.232
C -1.846 5.975 -4.517 0.492 -0.693 0.743 -0.222
C -1.346 5.463 -3.109 -0.670 0.869 -1.126 -0.247
C -2.536 5.238 -2.206 -0.963 -0.091 0.910 -0.132
H -4.730 4.707 -7.707 -0.230 -0.079 0.632 0.062
H -3.756 3.394 -6.934 -0.172 -0.232 -0.555 0.065
H -3.394 4.185 -8.565 0.323 -0.624 0.122 0.061
H -1.776 5.098 -7.107 0.063 0.588 -0.475 0.095
H -3.134 6.332 -7.003 0.455 0.082 0.056 0.103
H -2.408 3.986 -5.104 -0.433 -0.151 0.069 0.113
H -3.793 5.208 -4.941 -0.096 -0.801 0.514 0.109
H -1.005 6.178 -5.181 0.319 0.067 0.156 0.095
H -2.344 6.929 -4.342 -0.098 0.080 -0.100 0.108
H -0.726 4.571 -3.200 0.006 -0.052 -0.064 0.093
H -0.735 6.277 -2.716 0.224 -0.135 0.212 0.096
H -3.199 6.100 -2.121 0.109 0.420 -0.462 0.074
H -3.211 4.437 -2.506 0.233 -0.217 -0.330 0.063
H -2.342 5.048 -1.150 0.660 -0.264 0.013 0.061
C -6.362 -6.393 1.315 0.136 1.574 0.278 -0.092
C -5.131 -5.525 1.881 -2.679 -2.376 -0.584 -0.260
C -4.531 -4.570 0.924 1.924 0.170 -0.099 -0.243
C -3.883 -5.254 -0.306 -0.436 1.520 -0.643 -0.188
C -4.664 -5.008 -1.640 0.731 -0.420 0.060 -0.232
C -4.357 -3.687 -2.415 0.438 -0.250 0.505 -0.095
H -6.876 -6.915 2.122 0.188 -0.101 0.048 0.058
H -6.098 -7.111 0.539 0.323 0.056 0.100 0.063
H -7.094 -5.714 0.878 -0.172 0.015 -0.097 0.060
H -5.473 -5.016 2.782 0.166 -0.221 0.212 0.098
H -4.480 -6.379 2.066 0.841 0.614 0.676 0.097
H -3.706 -4.126 1.483 0.435 0.044 0.171 0.070
H -5.069 -3.647 0.709 -0.796 -0.409 -0.439 0.120
H -2.901 -4.788 -0.391 0.155 0.026 -0.399 0.094
H -3.638 -6.304 -0.145 -0.505 -0.120 0.151 0.101
H -4.433 -5.853 -2.289 0.230 0.044 -0.254 0.090
H -5.738 -5.140 -1.510 -0.079 0.342 0.392 0.091
H -3.728 -2.943 -1.927 -0.343 -0.005 1.070 0.049
H -3.664 -3.860 -3.238 -0.674 -0.376 -0.642 0.055
H -5.281 -3.179 -2.689 0.223 -0.075 -0.441 0.065
C 5.986 -4.412 0.223 -0.704 -0.853 0.216 -0.104
C 5.361 -3.054 0.601 2.254 -0.964 -0.174 -0.267
C 4.946 -2.244 -0.588 0.150 1.096 0.872 -0.245
C 4.184 -1.045 -0.059 -0.885 0.559 -0.461 -0.229
C 4.898 0.020 0.866 -0.422 -1.966 -0.650 -0.244
C 4.038 1.243 1.099 -0.143 -0.114 -0.031 -0.141
H 6.707 -4.836 0.923 0.230 0.446 0.098 0.064
H 6.380 -4.524 -0.787 0.246 0.597 0.005 0.069
H 5.192 -5.158 0.244 -0.278 -0.108 -0.073 0.059
H 4.624 -3.239 1.382 -0.528 0.237 -0.335 0.095
H 6.114 -2.421 1.071 0.193 -0.173 0.358 0.102
H 4.418 -2.804 -1.360 -0.284 0.102 0.113 0.117
H 5.775 -1.713 -1.055 0.730 -0.883 -0.272 0.115
H 3.921 -0.547 -0.992 -0.547 0.636 0.188 0.104
H 3.277 -1.472 0.368 -0.391 0.529 0.386 0.099
H 5.148 -0.401 1.840 -0.027 -0.227 0.068 0.072
H 5.864 0.182 0.388 0.041 0.625 -0.082 0.109
H 3.220 1.023 1.785 0.018 -0.214 0.223 0.045
H 4.632 2.023 1.574 -0.139 0.267 -0.279 0.066
H 3.524 1.552 0.189 0.372 0.417 -0.166 0.069
C 2.625 3.999 -2.816 -0.666 1.529 0.961 -0.105
C 2.795 5.127 -3.826 1.033 -0.105 -0.916 -0.254
C 3.413 6.417 -3.247 -0.613 -2.284 1.918 -0.285
C 4.078 7.286 -4.193 -0.175 2.468 -1.547 -0.249
C 4.842 8.538 -3.646 0.586 -1.343 -0.108 -0.244
C 5.506 9.284 -4.804 0.040 0.563 0.689 -0.123
H 2.296 4.525 -1.919 -0.448 -0.196 0.364 0.031
H 3.561 3.570 -2.460 -0.050 -0.499 -0.608 0.078
H 1.806 3.334 -3.090 0.532 -0.452 0.000 0.070
H 3.542 4.786 -4.542 -0.069 -0.102 -0.464 0.099
H 1.882 5.285 -4.399 -0.137 0.201 0.112 0.099
H 4.145 6.016 -2.546 0.121 0.231 0.349 0.067
H 2.664 6.945 -2.658 -0.021 0.154 0.167 0.115
H 4.641 6.726 -4.939 0.598 -0.031 0.280 0.115
H 3.273 7.703 -4.797 -0.163 0.281 -0.461 0.116
H 4.202 9.219 -3.085 -0.420 -0.052 -0.254 0.104
H 5.564 8.241 -2.885 0.307 -0.323 -0.087 0.097
H 6.274 9.987 -4.479 -0.246 0.314 0.398 0.063
H 6.086 8.680 -5.502 -0.676 -0.389 -0.211 0.070
H 4.685 9.857 -5.234 0.404 -0.015 -0.813 0.072
C 3.538 -7.097 -7.637 0.253 -1.164 0.356 -0.132
C 2.020 -7.453 -7.621 0.805 2.368 0.125 -0.214
C 1.175 -6.380 -6.776 0.174 -1.058 -1.163 -0.225
C 1.348 -6.388 -5.266 -0.630 0.552 0.493 -0.205
C 0.983 -5.008 -4.617 0.843 0.105 -1.009 -0.264
C -0.442 -4.560 -4.814 -0.649 -0.060 0.990 -0.129
H 4.079 -7.530 -6.796 -0.136 0.328 0.478 0.056
H 3.806 -6.044 -7.721 -0.434 0.068 0.088 0.070
H 4.041 -7.609 -8.457 -0.199 0.059 -0.392 0.058
H 1.774 -7.334 -8.676 -0.710 -0.118 0.053 0.087
H 1.882 -8.504 -7.364 -0.200 0.178 0.322 0.099
H 0.126 -6.555 -7.016 -0.155 -0.099 0.053 0.094
H 1.344 -5.373 -7.159 0.505 0.011 -0.270 0.103
H 0.617 -7.125 -4.933 0.330 -0.277 0.595 0.106
H 2.362 -6.694 -5.008 -0.046 -0.005 0.202 0.102
H 1.262 -4.824 -3.580 -0.035 -0.879 0.267 0.098
H 1.597 -4.251 -5.105 0.294 0.016 -0.401 0.095
H -1.114 -5.093 -4.142 -0.161 -0.623 -0.242 0.064
H -0.552 -3.560 -4.392 0.074 0.411 -0.599 0.068
H -0.813 -4.634 -5.836 0.064 0.190 0.081 0.071
C -4.001 0.513 -1.062 0.644 0.515 1.133 -0.087
C -4.026 1.109 0.399 -0.742 0.586 -0.788 -0.255
C -5.289 2.010 0.655 1.093 -1.020 -1.237 -0.221
C -5.506 2.294 2.113 0.752 0.616 1.721 -0.222
C -4.473 3.320 2.762 -0.519 -0.871 -0.595 -0.246
C -4.616 3.581 4.265 -0.358 0.208 -0.034 -0.111
H -4.942 0.024 -1.313 -0.076 0.190 -0.025 0.066
H -3.216 -0.235 -1.178 0.059 -0.165 0.233 0.043
H -3.731 1.272 -1.796 -0.404 0.173 -0.041 0.063
H -4.057 0.295 1.123 0.026 -0.100 0.019 0.052
H -3.164 1.738 0.623 0.325 -0.381 -0.206 0.056
H -6.046 1.451 0.105 -0.822 0.073 0.700 0.099
H -5.206 2.926 0.071 0.214 0.271 0.054 0.106
H -6.516 2.621 2.361 -0.107 0.348 -0.284 0.106
H -5.386 1.396 2.720 -0.090 -0.288 -0.265 0.043
H -3.435 3.000 2.666 0.013 -0.663 -0.313 0.080
H -4.459 4.222 2.151 -0.424 0.430 0.290 0.099
H -4.561 2.704 4.911 0.497 -0.438 -0.394 0.045
H -3.797 4.249 4.531 -0.148 0.097 0.363 0.067
H -5.563 3.993 4.613 -0.106 0.528 -0.473 0.069
Cl -3.488 -0.002 3.780 0.000 -0.310 -0.849 0.668
C -3.406 -0.068 5.518 1.090 0.421 1.252 -0.678
C -1.945 0.413 5.961 -2.131 -0.271 -0.697 -0.660
Cl -2.005 0.484 7.728 0.490 -0.093 0.222 0.569
H -3.684 -1.048 5.906 0.793 -0.365 -0.342 0.040
H -4.235 0.507 5.929 0.472 0.794 -0.091 0.055
H -1.717 1.409 5.582 -0.361 0.033 0.042 0.021
H -1.179 -0.240 5.544 -0.095 -0.317 0.523 0.031
Cl 5.989 1.727 8.450 0.376 -0.276 0.154 0.582
C 4.956 1.110 7.174 -0.586 -0.199 -1.338 -0.710
C 5.386 1.565 5.793 0.112 0.928 0.081 -0.671
Cl 4.374 0.770 4.604 -0.971 -0.477 -0.685 0.617
H 3.971 1.544 7.344 -0.021 -0.356 0.079 0.065
H 4.873 0.034 7.018 0.182 -0.192 1.295 0.065
H 6.376 1.276 5.441 0.188 0.506 0.778 0.070
H 5.145 2.626 5.731 0.683 0.052 -0.372 0.070
Cl -1.714 -6.364 6.061 -0.394 0.242 -0.065 0.492
C -3.142 -5.347 5.548 1.060 -0.867 -0.249 -0.598
C -2.668 -4.092 4.808 -1.472 0.135 1.104 -0.629
Cl -1.526 -3.097 5.806 -0.238 -0.627 -0.802 0.588
H -3.769 -5.209 6.429 0.369 0.469 -0.028 0.073
H -3.682 -6.028 4.890 -0.076 0.363 -0.249 0.054
H -3.570 -3.483 4.757 0.006 0.247 -0.196 0.058
H -2.397 -4.279 3.769 0.771 -0.003 0.358 0.038
Cl 0.454 3.183 4.627 -0.138 0.213 0.172 0.540
C 0.274 3.833 6.298 0.624 0.781 -0.021 -0.626
C 0.230 5.404 6.334 -0.635 -1.018 -0.183 -0.609
Cl -0.490 5.819 7.936 0.416 0.174 -0.350 0.535
H 1.142 3.463 6.844 0.010 0.201 -0.034 0.063
H -0.588 3.356 6.763 -0.176 0.384 -0.278 0.038
H -0.412 5.837 5.567 -0.318 -0.404 0.116 0.059
H 1.181 5.909 6.167 0.192 -0.421 0.530 0.062
Cl 4.087 6.265 0.167 -0.268 -0.434 0.562 0.557
C 2.486 5.747 0.795 -0.605 0.025 0.392 -0.638
C 2.445 4.781 2.020 0.665 0.859 -1.156 -0.608
Cl 3.272 5.614 3.385 -0.386 -0.338 0.001 0.517
H 1.915 5.396 -0.065 0.199 -0.546 0.133 0.043
H 1.961 6.661 1.075 0.245 0.064 0.222 0.061
H 2.958 3.831 1.868 0.015 0.186 -0.129 0.044
H 1.397 4.582 2.247 0.119 0.164 0.253 0.037
Cl -0.316 1.604 0.659 0.119 0.057 -0.465 0.597
C -0.175 0.108 1.567 0.619 -1.371 0.557 -0.672
C -0.936 -1.069 1.019 -2.647 0.289 -0.780 -0.672
Cl -0.948 -2.475 2.052 0.807 -0.913 1.158 0.615
H -0.539 0.330 2.571 0.185 -0.173 -0.004 0.052
H 0.840 -0.289 1.587 0.446 0.916 0.237 0.054
H -0.732 -1.484 0.031 0.541 0.749 -0.052 0.079
H -2.005 -0.862 1.061 0.002 0.561 -0.599 0.023
Cl 1.068 -5.475 1.455 0.162 1.036 -0.765 0.546
C 0.671 -6.724 2.624 -0.032 -0.178 -0.285 -0.656
C 0.845 -8.078 1.900 -1.349 1.098 0.346 -0.564
Cl -0.505 -8.299 0.625 1.170 0.163 1.006 0.455
H -0.320 -6.466 2.999 0.002 -0.562 -0.007 0.050
H 1.401 -6.538 3.412 -0.084 -0.688 0.171 0.070
H 0.714 -8.887 2.619 0.330 -0.114 -0.361 0.069
H 1.804 -7.983 1.392 -0.203 -0.754 -0.049 0.056
C 2.434 -2.608 3.697 -0.398 0.428 -0.713 0.015
N 2.029 -2.450 5.079 -2.150 0.422 2.308 -0.432
O 1.504 -1.368 5.441 1.404 -1.509 -0.905 -0.007
O 2.028 -3.438 5.781 0.561 0.036 0.200 0.061
H 2.202 -3.610 3.336 -0.136 0.095 0.320 0.060
H 3.508 -2.456 3.594 -0.209 0.547 -0.068 0.099
H 1.730 -1.876 3.301 0.863 0.047 -1.169 0.069
```
Positions in Å, forces in eV/Å.

The calculation puts the LUMO energy at 0.0047 hartree. The value obtained for the molar mass is 1270.83 g mol⁻¹. The HOMO-LUMO gap is 0.38843 Eh. The net charge is 0.